Record 1
Density functional theory data (ωB97M-V/def2-TZVPD) for the ion C5H3Cl2N3O2 with charge +2.

```
15
Properties=species:S:1:pos:R:3:forces:R:3
O -0.0491 -1.8575 -2.4353 -0.2 -0.1 -1.0
N 0.6149 -0.9056 -2.1920 1.5 0.2 1.1
O 1.3342 -0.1601 -2.8364 -0.5 -0.5 -1.3
C 0.6800 -0.4739 -0.8216 -0.3 3.1 2.8
C -0.4311 -0.4237 -0.0642 2.8 -0.2 -1.4
N -0.6742 0.3715 1.0108 3.6 2.4 -0.3
C 0.0543 1.4750 1.2313 -1.7 -1.0 -0.2
Cl -0.4120 2.6735 2.1905 -0.5 1.0 1.2
N 1.1867 1.5724 0.5286 1.5 0.2 -1.9
C 1.8143 1.8906 -0.6209 -0.6 -1.0 0.7
Cl 2.1243 3.0123 -1.7087 -0.2 0.0 0.5
C 1.7933 0.4713 -0.2615 -1.2 -1.2 -1.6
H -1.1676 -1.0407 -0.3492 -3.1 -2.1 -0.8
H -1.3491 0.1362 1.6504 -2.5 -0.6 1.8
H 2.5765 -0.0509 0.2022 1.5 -0.2 0.5
```
Forces are in eV/Å.

Values from the calculation:
* orbital gap: 7.5 eV
* charge: +2

Record 2
Density functional theory data (ωB97M-V/def2-TZVPD) for a cluster of 9 separate species, C35H68ClF8NO14P2 in total.

```
129
Properties=species:S:1:pos:R:3:forces:R:3
C -4.9772 -2.7834 2.2977 0.1 0.3 -0.4
C -4.6427 -1.6394 1.2604 0.5 -0.6 0.1
P -2.7730 -1.4379 1.3683 0.4 0.1 1.3
C -2.0969 -3.0791 0.7955 -1.1 -0.4 -0.7
C -2.2387 -0.0276 0.1815 -1.4 -1.1 -2.0
C -2.0395 -0.5438 -1.3086 -0.1 -1.5 0.2
O -2.8790 0.1936 -2.2511 0.8 0.2 0.9
N -2.1597 0.1669 -3.4731 0.5 0.5 -0.6
O -1.6467 1.2000 -3.6756 -0.4 -0.4 -0.1
O -3.5107 0.6665 0.0680 0.7 1.4 1.1
C -3.4935 1.8097 0.8404 0.9 -0.7 -0.5
O -4.3704 2.6137 0.8250 0.4 -0.3 0.2
C -2.1194 1.8467 1.6294 -2.1 1.9 0.3
P -2.5360 1.3576 3.3985 1.3 -1.5 1.6
O -1.6030 2.4865 4.2236 -0.6 -0.1 -0.9
Cl -4.5104 1.8745 3.8545 0.4 0.5 -0.6
C -1.1528 1.0257 0.7365 -2.4 -0.8 -0.8
C -0.8187 1.9117 -0.5040 0.9 -0.2 -0.3
C -0.1291 3.2956 -0.2717 0.0 1.0 -0.4
O 0.3112 3.6183 1.0340 -0.3 -0.3 -0.1
C -1.0379 4.4579 -0.7975 0.7 0.1 -0.5
F -0.5452 5.6810 -0.4647 -0.3 -0.8 0.0
F -2.3057 4.4049 -0.3300 0.7 0.0 -0.4
F -1.0434 4.4178 -2.1668 -0.5 -0.1 1.0
C 0.0083 0.1764 1.2990 2.8 0.6 0.5
F 0.2024 -1.0014 0.5681 -0.9 0.8 0.1
F -0.1746 -0.2389 2.5954 -0.6 0.3 -0.8
C 1.4150 0.8584 1.2810 0.7 0.6 0.7
C 2.1683 1.0782 0.1024 0.6 0.1 0.0
C 3.4671 1.6685 0.1217 -1.2 -0.5 1.3
C 3.9990 2.0314 1.3785 0.6 0.2 0.1
C 3.2808 1.8282 2.5806 -0.8 -0.1 -1.1
C 3.8740 2.1855 3.9546 -1.5 -1.4 -1.0
F 4.4664 1.0450 4.4563 0.1 1.1 0.1
F 4.7824 3.1649 3.9051 -0.7 -0.5 0.5
F 2.8344 2.4563 4.8304 1.6 0.3 -0.8
C 1.9838 1.2423 2.5285 0.8 0.3 -0.5
H -5.0464 -3.7458 1.7581 0.1 0.4 0.5
H -5.9488 -2.5937 2.7934 0.5 -0.1 -0.3
H -4.1965 -2.8312 3.0895 -0.5 -0.1 -0.5
H -5.1101 -0.6963 1.5991 0.3 -0.4 -0.5
H -4.9594 -1.9505 0.2457 -0.2 0.4 0.5
H -1.2394 -3.0199 0.1044 -0.2 0.0 0.6
H -2.9044 -3.6140 0.2382 0.6 0.4 0.2
H -1.9021 -3.6891 1.6982 0.3 0.5 -0.5
H -0.9737 -0.5435 -1.6190 -0.6 0.3 0.2
H -2.3668 -1.6123 -1.4159 0.5 0.9 0.4
H -1.9973 2.9505 1.7099 0.6 -0.8 -0.2
H -1.4305 2.1539 5.1177 -0.1 0.0 -0.3
H -0.1370 1.3156 -1.1467 -0.5 0.5 0.4
H -1.7133 2.0830 -1.1435 0.3 -0.3 0.7
H 0.7662 3.3474 -0.9319 -0.5 0.0 0.5
H -0.3202 4.2099 1.4702 0.2 -0.2 -0.1
H 1.7933 0.7769 -0.8889 0.1 0.0 0.7
H 4.0237 1.8111 -0.8166 -0.3 0.0 0.7
H 5.0242 2.4665 1.4279 -1.0 -0.3 -0.1
H 1.4744 1.1055 3.4900 0.0 0.0 -0.7
C -5.1644 -2.2482 -4.0765 0.0 0.1 0.0
C -4.9357 -3.3776 -3.0901 -0.2 0.2 0.0
O -3.8879 -3.0383 -2.1802 0.2 -0.1 0.1
H -4.2505 -2.0397 -4.6365 0.0 -0.1 0.0
H -5.9599 -2.5001 -4.7813 0.0 0.0 0.0
H -5.4380 -1.3269 -3.5541 -0.1 0.0 0.0
H -4.6422 -4.2876 -3.6127 0.1 0.1 0.2
H -5.8457 -3.5850 -2.5172 -0.1 0.0 -0.1
H -4.1585 -2.2384 -1.7139 -0.1 0.0 -0.1
C 8.9215 3.9874 2.6368 -0.1 -0.1 0.0
C 8.0023 3.0144 1.9242 0.4 0.1 -0.1
O 7.9459 3.3098 0.5302 -0.3 -0.1 -0.1
H 8.5747 5.0127 2.4967 0.0 0.0 0.0
H 8.9641 3.7727 3.7066 0.1 0.0 0.0
H 9.9324 3.9347 2.2299 0.0 0.0 0.1
H 6.9886 3.0866 2.3191 0.0 0.0 -0.1
H 8.3500 1.9839 2.0532 -0.1 0.0 0.2
H 8.8403 3.2362 0.1807 -0.1 0.0 0.0
C -5.2830 -8.1903 -5.5659 -0.1 -0.1 0.0
C -4.8588 -6.7494 -5.7711 0.3 -0.3 0.1
O -4.1389 -6.2724 -4.6386 -0.1 0.1 0.0
H -5.9080 -8.2831 -4.6756 0.0 0.1 -0.1
H -5.8413 -8.5612 -6.4280 0.0 0.0 0.0
H -4.4093 -8.8292 -5.4122 0.0 0.0 -0.1
H -5.7311 -6.1084 -5.9028 0.1 0.1 0.1
H -4.2238 -6.6550 -6.6580 -0.1 0.0 -0.1
H -3.3617 -6.8336 -4.5298 0.0 0.1 0.0
C 1.6773 6.4792 -3.8501 0.0 0.1 0.0
C 2.5599 5.6082 -4.7231 -0.4 -0.1 0.1
O 2.7526 4.3280 -4.1257 0.2 -0.1 0.0
H 2.1226 6.6049 -2.8615 0.0 0.0 -0.1
H 1.5312 7.4638 -4.2983 0.0 0.0 0.0
H 0.6998 6.0118 -3.7051 0.0 0.1 -0.1
H 3.5419 6.0634 -4.8502 0.0 -0.2 0.0
H 2.1128 5.4717 -5.7131 0.1 0.2 -0.1
H 1.8843 3.9225 -4.0250 0.1 0.0 0.0
C 4.7106 0.8638 8.6207 0.0 0.0 0.1
C 3.8359 2.0568 8.2824 0.1 -0.2 -0.3
O 4.3526 2.7588 7.1590 0.1 0.3 0.4
H 5.7307 1.1878 8.8345 -0.1 0.0 0.0
H 4.3225 0.3263 9.4884 0.0 0.0 0.0
H 4.7633 0.1722 7.7759 -0.1 0.0 0.0
H 3.8022 2.7546 9.1193 0.0 0.1 -0.1
H 2.8126 1.7346 8.0593 0.0 0.0 0.2
H 4.3646 2.1484 6.4194 0.0 -0.1 0.1
C -9.4996 -2.0615 -2.9605 0.0 0.0 -0.1
C -9.2665 -3.1809 -1.9634 -0.1 0.4 0.1
O -8.2263 -2.8372 -1.0530 0.1 -0.2 0.0
H -8.5848 -1.8509 -3.5179 0.0 -0.1 0.0
H -10.2898 -2.3239 -3.6665 0.0 0.0 0.0
H -9.7823 -1.1391 -2.4467 -0.1 0.0 0.0
H -8.9643 -4.0935 -2.4775 0.1 0.0 0.1
H -10.1792 -3.3908 -1.3961 -0.1 -0.1 -0.1
H -8.4956 -2.0363 -0.5899 0.1 -0.1 0.0
C -1.2515 -11.4928 -3.3878 0.0 0.0 0.1
C -2.1325 -10.2986 -3.7015 0.1 -0.3 -0.3
O -1.6030 -9.5688 -4.8068 -0.1 0.3 0.1
H -0.2364 -11.1667 -3.1559 -0.1 0.0 0.1
H -1.6430 -12.0564 -2.5390 0.0 0.0 0.0
H -1.1851 -12.1609 -4.2504 -0.1 0.0 0.0
H -2.1803 -9.6238 -2.8470 0.0 0.1 -0.1
H -3.1510 -10.6189 -3.9455 0.0 0.0 0.2
H -1.5721 -10.1671 -5.5613 0.0 0.1 0.0
C 10.8735 8.0974 2.6692 -0.1 0.0 0.0
C 11.3918 6.9629 3.5327 0.2 0.1 -0.3
O 11.6111 5.7922 2.7505 0.0 -0.1 0.1
H 9.9415 7.8091 2.1798 0.0 0.0 0.1
H 10.6952 8.9938 3.2659 0.0 0.0 0.0
H 11.5894 8.3400 1.8795 0.0 0.1 0.1
H 10.6665 6.7096 4.3059 0.0 -0.1 -0.1
H 12.3309 7.2449 4.0197 -0.1 0.1 0.1
H 12.2599 6.0112 2.0728 0.0 0.0 0.1
```
Forces are in eV/Å.

Values from the calculation:
* orbital gap: 7.5 eV

Record 3
Density functional theory data (ωB97M-V/def2-TZVPD) for an isolated molecule of C5H8O.

```
14
Properties=species:S:1:pos:R:3:forces:R:3
C -1.0620 -2.6607 -0.4353 -0.1 -0.1 0.0
C -0.4392 -1.4025 -0.0417 0.1 0.6 -0.1
C -0.0731 -0.2557 0.0092 -0.3 -0.5 -0.3
C 0.1597 1.1187 -0.4457 0.0 0.0 -0.1
C 0.8295 2.0854 0.5383 -0.1 0.3 -0.2
O 1.6260 1.4443 1.5047 0.0 -0.2 0.0
H -0.9239 -3.4844 0.2654 0.0 0.1 0.0
H -2.1327 -2.4732 -0.5639 0.1 -0.2 0.1
H -0.6517 -2.9468 -1.4097 -0.1 -0.1 0.2
H 0.7377 1.0224 -1.3702 0.0 0.2 0.1
H -0.8289 1.5024 -0.7213 0.2 0.1 -0.1
H 1.4887 2.7517 -0.0266 -0.1 0.0 0.1
H 0.0542 2.7099 1.0066 0.1 -0.1 0.1
H 1.2157 0.5886 1.6904 0.1 0.1 0.1
```
Forces are in eV/Å.

Values from the calculation:
* orbital gap: 10.4 eV

Energy / eV: -38816.6502; -120387.8733; -7359.9162